Entry 1:
Formula: C3HN4
Source: OMol25
Level of theory: ωB97M-V/def2-TZVPD

For the energy relative to the best compared isomer or geometry (same formula, charge and spin), the calculation gives 424.3 kJ/mol. As for the HOMO energy (alpha / beta): -15.620 / -16.009 eV. Its total energy is -333.3099 hartree. As for the SMILES: N#CC#[N+]NC#N. For the HOMO-LUMO gap (alpha / beta), the calculation gives 7.2 / 7.0 eV. Its largest force on an atom is 0.1140 hartree/bohr. As for the LUMO energy (alpha / beta): -8.446 / -8.967 eV. As for the molar mass: 93.07 g mol⁻¹.

```
! RIJCOSX wB97M-V def2-TZVPD def2/J DEFGRID3
* xyz 1 1
C -2.276 0.403 -0.328
C -0.020 1.481 0.012
C -3.575 0.304 -0.140
N -0.166 2.596 0.156
N -4.662 0.353 0.352
N 0.112 0.184 -0.048
N -0.876 -0.558 -0.107
H 1.143 -0.218 0.026
*
```

Entry 2:
Formula: C14H25BrINO5S
Source: OMol25
Level of theory: ωB97M-V/def2-TZVPD

As for the HOMO energy (alpha / beta): -3.591 / -3.590 eV. Its total energy is -4249.3228 hartree. For the HOMO-LUMO gap (alpha / beta), the calculation gives 5.3 / 5.3 eV. Its largest force on an atom is 0.0349 hartree/bohr. As for the LUMO energy (alpha / beta): 1.719 / 1.718 eV. As for the molar mass: 526.23 g mol⁻¹.

```
! RIJCOSX wB97M-V def2-TZVPD def2/J DEFGRID3
* xyz -1 2
C -1.935 1.202 2.741
C -1.962 0.194 1.594
C -3.462 -0.133 1.414
C -1.432 0.758 0.261
C 0.070 0.502 -0.026
C 0.346 1.111 -1.418
C 1.535 0.515 -2.197
C 2.542 1.601 -2.635
S 3.403 1.175 -4.110
O 2.528 0.580 -5.065
O 4.171 2.306 -4.529
O 4.383 0.016 -3.638
C 0.840 1.272 1.079
C 2.200 1.738 0.672
O 2.478 2.802 0.233
Br 3.648 0.401 0.861
C 0.317 -1.020 0.033
C -0.692 -1.838 0.866
C 0.072 -3.032 1.484
C -1.756 -2.442 -0.057
N -1.267 -1.067 1.985
O -0.470 -0.961 2.983
H -2.553 2.044 2.442
H -2.424 0.740 3.595
H -0.939 1.502 3.045
H -3.650 -0.595 0.445
H -4.056 0.777 1.452
H -3.856 -0.846 2.192
H -1.543 1.841 0.342
H -2.038 0.456 -0.588
H -0.556 0.954 -2.005
H 0.431 2.192 -1.317
H 1.160 0.074 -3.115
H 2.094 -0.214 -1.621
H 3.315 1.662 -1.869
H 2.110 2.591 -2.721
H 4.915 0.334 -2.895
H 0.295 2.167 1.365
H 0.941 0.670 1.982
H 0.296 -1.432 -0.976
H 1.329 -1.188 0.392
H 0.036 -3.856 0.774
H -0.434 -3.376 2.380
H 1.108 -2.796 1.695
H -2.205 -1.675 -0.683
H -2.542 -2.948 0.495
H -1.260 -3.127 -0.738
I -5.529 -1.627 3.400
*
```

Entry 3:
Formula: C4H4O3
Source: OMol25
Level of theory: ωB97M-V/def2-TZVPD

For the energy relative to the best compared isomer or geometry (same formula, charge and spin), the calculation gives 461.1 kJ/mol. As for the HOMO energy: -9.042 eV. Its total energy is -380.3714 hartree. As for the SMILES: O=CC=O.C#CO. For the HOMO-LUMO gap, the calculation gives 8.1 eV. Its largest force on an atom is 0.0973 hartree/bohr. As for the LUMO energy: -0.963 eV. As for the molar mass: 100.07 g mol⁻¹.

```
! RIJCOSX wB97M-V def2-TZVPD def2/J DEFGRID3
* xyz 0 1
C 2.341 -0.692 -0.292
C 1.559 -1.529 0.143
C -2.293 1.187 0.768
C -1.534 0.324 -0.132
O 3.322 0.007 -0.792
O -3.298 1.745 0.426
O -0.573 -0.319 0.057
H 0.788 -1.992 0.642
H -1.917 1.434 1.895
H 3.647 -0.406 -1.574
H -2.042 0.241 -1.139
*
```

Entry 4:
Formula: C27H22BrN6O2Sr
Source: OMol25
Level of theory: ωB97M-V/def2-TZVPD

For the energy relative to the best compared isomer or geometry (same formula, charge and spin), the calculation gives 174.7 kJ/mol. As for the HOMO energy: -10.966 eV. Its total energy is -4125.7704 hartree. For the HOMO-LUMO gap, the calculation gives 7.6 eV. Its largest force on an atom is 0.0538 hartree/bohr. As for the LUMO energy: -3.415 eV. As for the molar mass: 630.04 g mol⁻¹.

```
! RIJCOSX wB97M-V def2-TZVPD def2/J DEFGRID3
* xyz 1 1
Sr -0.926 0.196 0.213
N -1.351 3.747 -2.755
C -1.533 2.954 -1.692
N -1.407 1.672 -1.712
C -1.064 1.027 -2.880
N -0.978 -0.270 -2.958
N -1.211 -0.916 -1.802
C -1.284 -2.191 -1.776
C -1.549 -2.802 -0.485
C -1.274 -4.143 -0.214
C -1.531 -4.635 1.058
C -2.086 -3.788 2.004
C -2.335 -2.470 1.645
N -2.057 -1.985 0.449
C -0.781 1.825 -4.057
C -0.348 1.270 -5.264
C -0.042 2.088 -6.331
C -0.174 3.472 -6.219
C -0.625 4.039 -5.045
C -0.930 3.220 -3.963
H -1.477 4.749 -2.695
H -1.793 3.422 -0.750
H -1.165 -2.816 -2.663
H -0.844 -4.775 -0.976
H -1.302 -5.662 1.307
H -2.307 -4.132 3.003
H -2.765 -1.768 2.347
H -0.259 0.198 -5.325
H 0.300 1.661 -7.261
H 0.085 4.106 -7.053
H -0.742 5.108 -4.950
C 2.727 -4.294 1.310
C 2.642 -2.978 0.611
C 3.671 -2.491 -0.192
C 3.533 -1.264 -0.821
C 2.346 -0.578 -0.633
Br 2.085 1.127 -1.417
N 1.344 -1.028 0.102
C 1.499 -2.190 0.722
H 3.742 -4.682 1.296
H 2.079 -5.016 0.812
H 2.396 -4.203 2.342
H 4.581 -3.059 -0.317
H 4.315 -0.846 -1.434
H 0.677 -2.494 1.353
O -0.481 0.009 2.331
C -0.575 1.254 2.441
O -0.920 1.976 1.473
C -0.277 1.891 3.748
C -0.288 3.276 3.861
C -0.043 3.865 5.085
C 0.210 3.075 6.196
C 0.231 1.693 6.082
C -0.010 1.100 4.858
H -0.493 3.867 2.982
H -0.054 4.941 5.173
H 0.390 3.540 7.154
H 0.432 1.080 6.948
H -0.006 0.028 4.734
*
```

Entry 5:
Formula: C6H18MnN5O15S
Source: OMol25
Level of theory: ωB97M-V/def2-TZVPD

As for the HOMO energy (alpha / beta): -4.557 / -4.539 eV. Its total energy is -3190.5305 hartree. For the HOMO-LUMO gap (alpha / beta), the calculation gives 5.3 / 5.3 eV. Its largest force on an atom is 0.1696 hartree/bohr. As for the LUMO energy (alpha / beta): 0.791 / 0.729 eV. As for the molar mass: 487.24 g mol⁻¹.

```
! RIJCOSX wB97M-V def2-TZVPD def2/J DEFGRID3
* xyz -1 6
Mn 0.245 -2.816 -0.517
C 0.010 -0.116 1.470
O -0.234 -1.156 0.583
H -0.273 -0.546 2.442
H 1.052 0.231 1.519
H -0.512 0.821 1.229
S 2.169 -2.421 -2.745
O 2.105 -2.217 -4.197
O 2.153 -3.854 -2.439
O 3.488 -1.882 -2.400
O 1.134 -1.811 -1.910
C -2.698 -0.350 -1.735
N -3.982 0.313 -2.107
O -4.990 -0.345 -1.947
O -3.895 1.433 -2.552
H -2.038 0.168 -1.039
H -2.191 -0.570 -2.671
H -2.976 -1.205 -1.121
C 3.621 -0.439 0.274
N 4.146 0.955 0.071
O 4.601 1.294 -0.994
O 4.088 1.708 1.033
H 4.203 -1.037 -0.424
H 2.581 -0.352 -0.036
H 3.773 -0.738 1.305
C -2.563 -2.587 2.514
N -2.552 -3.822 1.607
O -1.918 -3.727 0.577
O -3.178 -4.778 1.953
H -3.034 -1.774 1.970
H -1.545 -2.272 2.729
H -3.064 -3.022 3.372
C 0.791 1.416 -1.557
N 1.731 1.671 -2.651
O 1.873 0.851 -3.536
O 2.345 2.740 -2.631
H -0.147 1.943 -1.734
H 1.288 1.541 -0.604
H 0.439 0.402 -1.753
C -0.705 3.473 3.274
N -1.054 4.106 1.961
O -1.979 4.887 1.941
O -0.357 3.846 1.007
H -1.554 3.665 3.919
H 0.233 3.955 3.532
H -0.631 2.418 3.021
*
```

Entry 6:
Formula: C30H34I2O18P
Source: OMol25
Level of theory: ωB97M-V/def2-TZVPD

As for the HOMO energy: -5.223 eV. Its total energy is -3454.6665 hartree. For the HOMO-LUMO gap, the calculation gives 5.3 eV. Its largest force on an atom is 0.0469 hartree/bohr. As for the LUMO energy: 0.049 eV. As for the molar mass: 967.37 g mol⁻¹.

```
! RIJCOSX wB97M-V def2-TZVPD def2/J DEFGRID3
* xyz -1 1
C -0.262 2.261 2.636
C -1.071 3.192 1.809
O -1.485 4.285 2.205
O -1.547 2.694 0.641
C -0.763 1.942 -0.325
C -0.106 2.937 -1.266
C 1.163 2.494 -2.097
C 0.739 2.623 -3.606
I -0.837 1.139 -3.846
C 1.804 2.390 -4.677
C 1.341 1.884 -6.039
I 2.790 4.277 -5.093
C 2.373 3.375 -1.679
O 3.191 2.590 -0.857
P 3.341 0.977 -1.562
C 3.033 0.129 0.106
C 4.065 0.543 1.153
C 3.694 0.210 2.556
O 2.977 -0.723 2.915
O 4.233 1.079 3.440
O 1.572 1.186 -1.873
H 0.020 2.787 3.544
H 0.610 1.879 2.131
H -0.913 1.422 2.871
H -0.031 1.274 0.114
H -1.496 1.323 -0.839
H 0.118 3.818 -0.665
H -0.866 3.254 -1.985
H 0.234 3.566 -3.814
H 2.556 1.715 -4.269
H 1.234 0.801 -6.014
H 2.085 2.119 -6.799
H 0.408 2.356 -6.347
H 2.042 4.248 -1.113
H 2.948 3.749 -2.517
H 4.765 0.902 -1.293
H 3.302 -0.292 -2.239
H 3.662 1.635 -2.818
H 3.127 -0.944 -0.082
H 2.028 0.284 0.466
H 5.015 0.034 0.952
H 4.270 1.613 1.091
H 3.753 1.018 4.277
C 0.978 -1.704 7.190
C 1.899 -1.714 6.205
C 2.841 -2.893 6.016
O 3.665 -2.838 5.134
C 2.716 -4.023 6.929
C 1.790 -3.998 7.892
C 0.857 -2.830 8.077
O 0.045 -2.925 8.986
O 1.594 -4.970 8.776
O 2.021 -0.706 5.379
H 0.307 -0.869 7.336
H 3.394 -4.854 6.794
H 0.856 -4.662 9.336
H 2.641 -0.847 4.614
C -4.680 -0.429 4.691
C -5.998 -0.653 4.621
C -6.821 -0.271 3.413
O -8.009 -0.544 3.466
C -6.168 0.377 2.305
C -4.845 0.614 2.365
C -4.016 0.206 3.570
O -2.825 0.433 3.527
O -4.184 1.209 1.395
O -6.711 -1.227 5.578
H -4.083 -0.705 5.549
H -6.768 0.660 1.452
H -3.245 1.307 1.642
H -7.626 -1.259 5.240
C -1.303 -1.394 -7.728
C -2.416 -2.054 -8.070
C -2.520 -3.559 -7.979
O -3.585 -4.050 -8.308
C -1.374 -4.311 -7.519
C -0.258 -3.651 -7.176
C -0.157 -2.144 -7.257
O 0.899 -1.649 -6.920
O 0.846 -4.229 -6.743
O -3.523 -1.477 -8.512
H -1.214 -0.318 -7.783
H -1.456 -5.387 -7.464
H 1.476 -3.507 -6.548
H -4.158 -2.202 -8.665
*
```

Entry 7:
Formula: C20H21N3O4S2
Source: OMol25
Level of theory: ωB97M-V/def2-TZVPD

For the energy relative to the best compared isomer or geometry (same formula, charge and spin), the calculation gives 96.1 kJ/mol. As for the HOMO energy: -9.120 eV. Its total energy is -2036.3590 hartree. As for the SMILES: O=C(CCc1ccccc1)Nc1nc2ccc(S(=O)(=O)N3CCOCC3)cc2s1. For the HOMO-LUMO gap, the calculation gives 9.2 eV. Its largest force on an atom is 0.0231 hartree/bohr. As for the LUMO energy: 0.056 eV. As for the molar mass: 431.54 g mol⁻¹.

```
! RIJCOSX wB97M-V def2-TZVPD def2/J DEFGRID3
* xyz 0 1
O -5.033 -3.558 -0.533
C -4.163 -2.799 -0.187
N -2.840 -3.217 -0.335
C -1.675 -2.632 0.036
N -1.517 -1.478 0.569
C -0.210 -1.201 0.832
C 0.266 -0.036 1.429
C 1.624 0.101 1.630
C 2.496 -0.910 1.248
C 2.059 -2.080 0.660
C 0.699 -2.222 0.457
S -0.170 -3.558 -0.236
H 2.768 -2.849 0.402
S 4.260 -0.663 1.444
O 4.484 0.281 2.496
O 4.903 -1.940 1.491
N 4.735 0.069 0.024
C 4.668 -0.742 -1.169
H 5.083 -1.719 -0.923
C 5.491 -0.052 -2.260
H 5.394 -0.579 -3.211
O 5.026 1.259 -2.486
C 5.106 2.037 -1.314
H 4.730 3.027 -1.578
C 4.269 1.419 -0.191
H 4.402 1.963 0.744
H 3.206 1.429 -0.480
H 6.151 2.112 -0.984
H 6.546 -0.029 -1.954
H 3.627 -0.854 -1.513
H 2.036 0.977 2.105
H -0.431 0.728 1.731
H -2.759 -4.146 -0.735
C -4.386 -1.419 0.348
H -5.402 -1.360 0.738
H -3.668 -1.195 1.136
C -4.216 -0.395 -0.792
C -4.350 0.998 -0.248
C -3.228 1.677 0.209
C -3.343 2.948 0.743
C -4.585 3.554 0.828
C -5.709 2.884 0.377
C -5.592 1.612 -0.157
H -6.471 1.093 -0.510
H -6.680 3.353 0.440
H -4.676 4.547 1.243
H -2.463 3.469 1.091
H -2.262 1.198 0.140
H -3.228 -0.519 -1.239
H -4.973 -0.583 -1.555
*
```

Entry 8:
Formula: C18H17FN2O3S
Source: OMol25
Level of theory: ωB97M-V/def2-TZVPD

For the energy relative to the best compared isomer or geometry (same formula, charge and spin), the calculation gives 136.3 kJ/mol. As for the HOMO energy: -8.550 eV. Its total energy is -1529.3851 hartree. As for the SMILES: CCOc1ccc(S(=O)(=O)NCc2ccc(F)cc2)c2cccnc12. For the HOMO-LUMO gap, the calculation gives 8.4 eV. Its largest force on an atom is 0.0170 hartree/bohr. As for the LUMO energy: -0.163 eV. As for the molar mass: 360.41 g mol⁻¹.

```
! RIJCOSX wB97M-V def2-TZVPD def2/J DEFGRID3
* xyz 0 1
C -5.253 -1.652 -1.074
C -5.129 -1.038 0.314
H -6.120 -0.905 0.758
H -4.517 -1.672 0.959
O -4.607 0.284 0.271
C -3.315 0.566 0.046
C -3.045 1.919 -0.112
C -1.752 2.391 -0.301
C -0.697 1.520 -0.349
C -0.901 0.138 -0.210
C 0.153 -0.799 -0.263
C -0.119 -2.130 -0.097
C -1.452 -2.517 0.108
N -2.450 -1.680 0.145
C -2.225 -0.360 -0.004
H -1.715 -3.559 0.237
H 0.664 -2.871 -0.136
H 1.152 -0.443 -0.453
S 0.942 2.203 -0.498
O 1.760 1.460 -1.409
O 0.837 3.622 -0.704
N 1.521 1.916 1.072
H 1.050 2.571 1.681
C 2.973 2.028 1.183
C 3.611 0.776 0.644
C 4.557 0.826 -0.370
C 5.120 -0.336 -0.866
C 4.722 -1.548 -0.334
C 3.783 -1.628 0.678
C 3.233 -0.456 1.164
H 2.491 -0.492 1.947
H 3.497 -2.591 1.072
F 5.264 -2.689 -0.814
H 5.851 -0.312 -1.658
H 4.846 1.778 -0.786
H 3.340 2.906 0.637
H 3.221 2.143 2.242
H -1.558 3.446 -0.418
H -3.878 2.603 -0.072
H -5.783 -2.598 -1.004
H -5.804 -0.984 -1.731
H -4.268 -1.833 -1.493
*
```

Among the records above, which one has the highest total energy?
C3HN4

What is the formula in the seventh record?
C20H21N3O4S2